Entry from the Open Molecules 2025 dataset: C17H25N3O3 in the gas phase (ωB97M-V/def2-TZVPD).

The geometry in ORCA input format:
```
! RIJCOSX wB97M-V def2-TZVPD def2/J DEFGRID3
* xyz 0 1
H 1.934 1.800 1.252
H 0.934 -1.647 -0.591
C -2.368 -1.454 -0.162
C 2.676 -1.402 0.289
C 2.071 -0.243 1.454
C 4.278 -1.531 0.334
C -4.013 0.874 0.620
H 2.750 -0.081 2.277
H -5.600 -0.445 0.168
H 2.334 -2.509 -1.415
H -0.941 1.672 -0.751
O -4.282 -2.389 -0.606
H -2.945 -3.472 -1.775
H 5.925 -1.691 1.542
H -2.976 -4.161 -0.117
H -1.591 -2.156 -0.309
N -0.706 2.520 -0.577
H 3.366 1.141 0.232
C -3.644 -3.601 -0.898
C 2.270 0.910 0.347
H 4.356 -1.789 2.509
C 1.644 2.138 -1.589
H -2.644 3.296 -0.430
C 0.660 2.859 -0.755
C -2.088 2.349 1.227
O 4.768 -1.666 -0.725
H -1.043 1.864 1.768
C -1.882 -0.196 0.527
H 1.079 -0.436 1.741
C -4.622 -0.278 0.170
H -0.856 0.017 0.482
H -1.288 3.971 0.502
N 1.517 0.823 -0.670
H 2.624 2.395 -1.461
C 2.039 -0.352 -1.708
C 1.959 -1.528 -0.862
C -1.653 3.141 0.004
H 1.514 -0.354 -2.481
N 4.922 -1.489 1.474
H 3.102 -0.294 -1.877
H -4.682 1.880 1.052
C -2.700 0.843 1.026
H 2.471 -2.466 0.941
O 0.947 4.050 -0.313
C -3.718 -1.417 -0.146
H -2.650 2.876 2.022
H -4.272 -4.350 -1.311
H 1.025 1.980 -2.431
*
```

**E_LUMO**: 0.388 eV
**Frontier orbital gap**: 8.57 eV
**SMILES string**: COc1ccc(CCNC(=O)CN2CCC(C(N)=O)CC2)cc1
**Relative energy (zero: lowest compared OMol25 entry of this formula, charge and spin)**: 1432.3 kJ/mol